Record 1
The following is a quantum chemistry calculation of C27H16F5MoN7O4 as an isolated structure at a distorted geometry, from the Open Molecules 2025 dataset.

```
60
Properties=species:S:1:pos:R:3:forces:R:3
Mo -0.50937 1.57886 -0.39604 0.0033 1.6421 0.1798
C 2.69582 3.41132 -2.58333 0.1364 -0.1819 0.0016
C 1.44171 3.07691 -2.09159 -0.0970 -0.0073 0.0369
N 1.30087 2.04381 -1.24959 1.5116 0.5742 -0.5623
C 2.40526 1.35387 -0.89426 0.0696 0.2211 -0.3544
C 3.64137 1.69120 -1.43673 -0.2964 -0.2297 0.1754
N 3.77403 2.70842 -2.26861 0.1556 0.2372 -0.1293
C 2.11492 0.29412 0.06860 -0.1250 -0.0897 0.1325
C 3.02741 -0.56277 0.63168 -0.0042 0.1555 -0.0240
C 2.60313 -1.54026 1.54226 0.0138 -0.0078 0.0273
C 1.23328 -1.60085 1.84088 -0.1631 0.0759 -0.0279
C 0.36889 -0.70701 1.26454 0.1865 0.0979 -0.0351
N 0.78489 0.24926 0.38083 1.4929 -1.9381 0.5884
C -1.06547 -0.60264 1.52347 -0.4295 -0.0318 -0.0397
C -1.84581 -1.43052 2.32539 0.3725 0.1243 -0.2450
N -3.14524 -1.23966 2.45557 -0.2907 0.0416 0.1700
C -3.69604 -0.20861 1.82905 0.0647 -0.2627 0.0723
C -2.94697 0.63957 1.03099 0.1385 0.1315 -0.1152
N -1.63117 0.43041 0.86103 -1.1264 -0.8993 1.5521
C 3.55511 -2.45174 2.18325 0.0192 -0.0261 0.0026
C 3.19209 -3.76498 2.47870 -0.0754 -0.1687 0.0875
C 4.12268 -4.58440 3.10738 -0.2147 0.4520 -0.2513
N 5.32532 -4.14236 3.43214 0.5938 -0.5618 0.4027
C 5.69256 -2.90272 3.15890 -0.4584 0.2003 -0.2474
C 4.83348 -2.01267 2.52366 0.1889 0.0545 -0.0054
H 2.83193 4.25902 -3.24255 -0.0877 -0.0029 -0.0218
H 0.56058 3.64479 -2.36134 -0.0102 0.0111 0.0541
H 4.53748 1.12780 -1.20567 -0.0276 0.0053 0.0623
H 4.07315 -0.48573 0.37018 -0.0115 -0.0243 -0.0198
H 0.86577 -2.31476 2.56410 0.0268 -0.0085 -0.0053
H -1.41569 -2.26575 2.86506 0.0296 0.0153 -0.0274
H -4.75843 -0.05617 1.96991 0.0029 0.0688 -0.0596
H -3.39090 1.49498 0.54149 -0.0079 0.0206 0.0026
H 2.22537 -4.16771 2.20191 0.0026 0.0398 0.0005
H 3.89267 -5.61394 3.35240 -0.0052 0.0071 -0.0162
H 6.69282 -2.60756 3.45086 -0.0167 0.0092 0.0150
H 5.15614 -0.99499 2.34125 -0.0335 -0.0072 0.0016
F -0.82380 4.24977 0.55728 -0.0556 -0.0879 -0.0562
C -0.05835 3.20633 0.96224 -0.0388 0.1311 0.2144
F 1.23813 3.61998 0.89289 0.0297 -0.1674 -0.0053
C -0.34223 2.96720 2.45887 -0.1968 -0.5484 0.1347
F -1.65107 2.70999 2.63150 0.1454 0.0718 -0.0448
F 0.34049 1.85820 2.84907 -0.0934 0.1688 -0.0933
F 0.00488 3.96349 3.23201 0.0677 0.1771 -0.0663
O -2.91212 3.37762 -3.02630 0.3271 -0.0132 0.4231
C -2.59216 2.37020 -2.50068 -1.2450 -0.2698 -1.3457
O -1.69410 2.36451 -1.42824 -0.7973 0.5087 -0.9348
C -3.08727 0.99672 -2.82733 0.2808 0.0464 0.1584
C -2.25817 -0.11880 -2.68874 0.1230 0.2223 0.1066
C -2.75073 -1.38747 -2.90768 0.0132 -0.2450 -0.0004
C -4.08357 -1.52519 -3.26334 0.0803 0.3549 0.1115
C -4.89816 -0.43213 -3.49043 -0.1211 -0.1705 -0.0560
C -4.39224 0.84221 -3.27748 0.0378 0.1551 0.0730
N -4.64622 -2.89065 -3.36924 0.1500 -0.1099 -0.1502
O -3.98353 -3.77898 -2.87001 -0.1636 0.0998 -0.0866
O -5.70533 -3.00583 -3.93545 0.0502 -0.0152 0.1080
H -1.18900 0.00345 -2.48852 -0.0803 -0.0337 0.0450
H -2.13049 -2.26877 -2.82444 -0.0215 0.0083 0.0504
H -5.91736 -0.58425 -3.81850 0.0010 -0.0063 0.0253
H -5.01124 1.71588 -3.43327 -0.0211 -0.0148 0.0109
```
Forces are in eV/Å.

Properties
* LUMO (spin up / spin down): -9.02 / -9.03 eV
* orbital gap (spin up / spin down): 0.2101 / 0.2098 Eh
* max |F|: 2.52 eV/A
* E_HOMO (spin up / spin down): -0.5416 / -0.5416 Ha
* charge: +2
* DFT total energy: -2289.639549 Ha

---

Record 2
The following is a quantum chemistry calculation of C23H41N2OP3Pr as an isolated structure at a distorted geometry, from the Open Molecules 2025 dataset.

```
71
Properties=species:S:1:pos:R:3:forces:R:3
Pr -0.28658 -0.38615 0.01568 -0.5859 2.9778 1.6919
P 0.59889 -3.03457 -1.00886 -1.3862 -1.7751 -5.3582
P 2.48754 -0.10206 0.91206 1.6824 0.2631 0.7459
P -3.06937 0.28526 -0.27044 -1.5927 0.5896 0.0046
H 2.17023 4.27317 0.22592 -0.7226 0.1358 0.0546
C 1.07455 4.41944 0.26394 0.1228 0.2143 -0.3617
C 0.38544 4.37046 1.40382 -0.2326 -0.9093 -0.1729
H 0.85330 4.05954 2.34758 -0.1422 0.4529 -0.3209
C 1.37615 -2.61032 -2.61764 0.2221 -0.4558 0.6222
C 1.66894 -4.08120 -0.13077 1.3852 -0.1139 2.2620
C -0.82384 -4.07792 -1.42628 0.1123 -0.1304 0.2475
C 2.71641 1.43787 1.87531 -0.2901 0.3557 0.0320
C 3.01945 -1.34504 2.15736 -0.2341 -0.3043 0.0271
C 3.95960 -0.05314 -0.17237 -0.2273 -0.0903 -0.4885
C -3.52202 1.92409 0.38325 0.5845 0.3137 0.1641
C -4.23649 -0.77519 0.63104 0.3155 -0.4413 0.1793
C -3.75524 0.35629 -1.94782 0.3998 -0.2421 -0.2465
H 0.58613 4.69354 -0.69015 0.3615 -0.1499 0.6569
H -0.70661 4.49840 1.40465 0.5333 0.2378 0.0967
H 1.73786 -3.57771 -2.94251 0.4877 -0.1554 -0.3938
H 2.21156 -1.91722 -2.44884 -0.1247 -0.2705 -0.1553
H 0.70139 -2.20937 -3.39680 0.0029 -0.1858 0.7770
H 1.79881 -4.97914 -0.75341 -0.2692 0.2837 -0.2359
H 1.24795 -4.39471 0.82903 0.0906 -0.0130 -0.0631
H 2.64159 -3.61442 0.03464 0.0062 -0.1261 0.0113
H -0.47432 -4.86398 -2.09214 -0.1631 -0.2223 -0.0044
H -1.61631 -3.49646 -1.90865 0.1614 -0.1416 -0.0062
H -1.20639 -4.51007 -0.49739 -0.1281 -0.1548 -0.1397
H 3.78948 1.64610 1.98645 -0.2580 -0.1075 -0.0076
H 2.26948 1.32152 2.86927 0.0884 0.0278 -0.1615
H 2.23314 2.29439 1.38443 0.2109 -0.2478 0.0995
H 4.11658 -1.38776 2.22359 -0.3702 0.0377 0.0127
H 2.63721 -2.33713 1.88203 0.2347 0.1189 0.2518
H 2.60850 -1.07864 3.13866 0.1049 -0.1341 -0.1978
H 4.87786 -0.18693 0.41869 -0.3324 0.0861 -0.1890
H 3.99407 0.91278 -0.69460 0.0287 -0.2910 0.0471
H 3.87989 -0.85513 -0.92024 0.2777 0.2368 0.1130
H -4.30663 2.40979 -0.21471 0.2677 -0.1842 0.2156
H -2.60673 2.53190 0.36755 -0.4268 0.2791 0.0707
H -3.85959 1.79918 1.41930 0.1005 0.2277 -0.2296
H -5.22346 -0.81662 0.15109 0.2736 0.0251 0.2010
H -4.31257 -0.36735 1.64776 -0.1369 -0.3488 -0.2062
H -3.79317 -1.77941 0.67753 -0.5002 0.0197 0.1277
H -4.78091 0.74411 -1.89366 0.2577 -0.1633 -0.0936
H -3.74501 -0.65424 -2.37569 -0.1356 0.2808 -0.1062
H -3.12300 1.01329 -2.55700 -0.2464 -0.1338 -0.0333
C 0.00387 0.90990 -3.04610 0.5790 2.1673 -2.9909
C 0.75637 0.23870 -4.04418 -0.8323 0.5500 0.3593
C 0.43824 0.54653 -5.36772 0.0113 0.2429 -0.2750
C -0.50028 1.53205 -5.68450 0.0918 -0.0082 1.4873
C -1.00277 2.33841 -4.65702 0.1047 0.6094 -0.1814
C -0.65168 2.12587 -3.34983 -0.3575 -1.3834 1.0010
O -0.15942 0.47460 -1.83337 0.7617 -2.0785 2.9197
H -0.26993 -1.96240 -1.22048 0.1418 0.2923 0.7354
H 1.54186 -0.46502 -3.77521 -0.4416 0.2219 -0.2808
H 0.90063 0.01365 -6.18898 0.1550 -0.0462 0.1208
H -0.84106 1.71247 -6.66896 -0.0267 -0.0013 -0.9278
H -1.68688 3.15763 -4.81165 0.0383 0.1480 -0.5972
H -1.00834 2.72045 -2.47797 0.0503 -0.3905 -0.9525
N 0.38214 0.17183 7.83886 -0.6854 -0.0912 -2.7859
C 0.10054 0.13943 6.70117 0.4967 0.0869 2.4475
C -0.21262 0.10606 5.29413 0.2549 0.1224 -0.1216
C -0.15524 -1.10227 4.58625 0.0267 -0.2997 -0.1835
C -0.34737 -1.06953 3.21352 0.2080 0.7394 -0.0003
N -0.53125 0.07931 2.51493 -0.6499 -0.2665 0.7399
C -0.68770 1.22435 3.22606 0.1989 -0.2523 -0.4917
C -0.50863 1.28663 4.59390 0.0146 0.1225 0.2892
H 0.08093 -2.05334 5.07278 -0.2329 0.4374 -0.0318
H -0.32988 -2.00416 2.64007 0.1163 0.1625 0.1195
H -0.94671 2.12085 2.65636 0.2521 -0.2475 0.1595
H -0.55860 2.25875 5.09727 -0.0839 -0.5092 -0.0992
```
Forces are in eV/Å.

Properties
* LUMO (spin up / spin down): -11.90 / -11.76 eV
* orbital gap (spin up / spin down): 0.1421 / 0.1552 Eh
* max |F|: 5.81 eV/A
* E_HOMO (spin up / spin down): -0.5796 / -0.5875 Ha
* 2S+1: 3
* energy relative to the best compared isomer or geometry (same formula, charge and spin): 2.339 eV
* charge: +3
* DFT total energy: -2625.737021 Ha

---

Record 3
The following is a quantum chemistry calculation of a 3-piece molecular cluster, C14H17BF2IP overall at a distorted geometry, from the Open Molecules 2025 dataset.

```
36
Properties=species:S:1:pos:R:3:forces:R:3
F -0.37321 2.60186 5.70923 0.0609 0.0431 0.1704
C -0.81527 2.29619 4.48213 -0.3461 -0.2451 -0.9729
C 0.08361 1.83679 3.52578 0.0201 0.0067 0.0538
C -0.37710 1.51353 2.24952 -0.3775 0.1507 0.2651
C -1.73120 1.66386 1.94037 0.1030 -0.0043 0.0643
C -2.62473 2.13052 2.90565 0.4009 -0.0795 -0.0015
C -2.16562 2.44301 4.18495 0.0173 0.0249 0.0557
H 1.13314 1.73432 3.78159 -0.1184 0.0108 0.0199
H 0.31627 1.14615 1.49705 -0.0963 0.0835 0.1963
H -2.08934 1.41585 0.94347 0.0409 0.0479 0.1642
H -3.67747 2.25062 2.66148 0.1917 -0.0271 0.0869
H -2.84787 2.79851 4.94999 0.1052 -0.0208 -0.0507
F -3.81954 -3.40889 1.15003 -0.1625 0.0238 0.1339
C -2.80631 -3.59182 0.29299 0.8169 -0.1327 -0.6833
C -2.07880 -2.49304 -0.15093 -0.0048 0.0003 0.0114
C -1.02046 -2.68360 -1.03930 -0.1451 -0.5351 0.0379
C -0.70814 -3.97108 -1.48273 -0.0668 0.0217 0.0625
C -1.44752 -5.06701 -1.03530 -0.0053 0.4084 0.0724
C -2.49851 -4.87731 -0.13838 -0.0633 0.0014 0.0420
H -2.34122 -1.49959 0.19785 0.0079 -0.0844 0.0140
H -0.44057 -1.83196 -1.38626 -0.2291 -0.3156 0.1216
H 0.11457 -4.11875 -2.17909 -0.1551 0.0238 0.1287
H -1.20519 -6.06765 -1.38501 -0.0691 0.1682 0.0995
H -3.07791 -5.71890 0.22651 0.0203 0.1141 -0.0195
C 4.78915 1.34390 -2.48495 1.4935 -1.4823 0.7313
P 3.13267 1.65463 -3.38401 -0.6384 0.4419 0.1805
C 2.37091 3.35773 -2.97647 -1.1056 1.3620 0.5963
B 1.90404 0.27642 -2.75066 0.5318 1.5014 0.3873
I 0.13594 0.81134 -1.52575 0.9162 -0.1273 -0.9504
H 5.45903 0.70127 -3.23564 -1.4328 1.5601 1.5848
H 5.39208 2.30631 -2.19721 -1.4085 -1.7582 -0.6585
H 4.68329 0.65108 -1.51878 0.1771 1.7616 -2.0087
H 3.04279 4.28557 -3.29653 -1.2396 -2.2066 0.7671
H 1.36859 3.46895 -3.61294 2.2180 -0.4642 1.2642
H 2.02643 3.46948 -1.84669 0.8944 -0.1309 -2.2919
H 2.19347 -0.82828 -3.07198 -0.3517 -0.1422 0.3253
```
Forces are in eV/Å.

Properties
* LUMO: -0.68 eV
* orbital gap: 0.2882 Eh
* max |F|: 2.68 eV/A
* E_HOMO: -0.3132 Ha
* charge: 0
* SMILES: Fc1ccccc1.Fc1ccccc1.CP(C)BI
* DFT total energy: -1407.242877 Ha